<one>
This record from the OMol25 dataset describes an isolated ion of composition C4H10NO2 and charge +1. The level of theory is ωB97M-V/def2-TZVPD.

Structure (XYZ):
```
17
C4H10NO2 (ωB97M-V/def2-TZVPD)
C 0.226 -0.608 1.468
C -0.526 -0.146 0.220
C 0.221 0.264 -1.047
C 1.371 1.215 -0.733
O 0.823 2.456 -0.685
O 2.507 0.972 -0.488
N -1.467 -1.345 -0.149
H -0.246 -1.212 2.240
H 0.535 0.376 1.843
H 1.180 -1.070 1.188
H -1.170 0.694 0.474
H -0.498 0.785 -1.678
H 0.615 -0.619 -1.550
H 1.534 3.087 -0.488
H -2.443 -1.059 -0.251
H -1.443 -1.972 0.655
H -1.218 -1.817 -1.020
```

Values from the calculation:
2S+1: 1
gap between HOMO and LUMO: 10.804 eV
lowest unoccupied orbital energy: -3.767 eV
molar mass: 104.13 u
HOMO: -14.571 eV
structure (SMILES): C[C@H]([NH3+])CC(=O)O
total charge: +1

Here are the Mulliken charges for atoms 1 to 6, given in e:
1 C -1.390
2 C 0.215
3 C -0.679
4 C 0.263
5 O -0.439
6 O -0.474

***

<two>
This record from the OMol25 dataset describes a 2-piece molecular cluster, C4H10NO2 overall. The level of theory is ωB97M-V/def2-TZVPD.

Structure (XYZ):
```
17
C4H10NO2 (ωB97M-V/def2-TZVPD)
C 1.452 0.507 -1.059
O 1.833 -0.559 -1.948
C 0.238 -0.213 -0.339
C -0.016 0.566 0.852
C -1.668 -0.179 1.978
O -2.405 -0.443 1.036
N -0.886 -0.377 -1.229
H 1.096 1.438 -1.495
H 2.272 0.643 -0.356
H 2.729 -0.332 -2.230
H 0.609 -1.225 -0.135
H -0.458 1.547 0.616
H 0.750 0.396 1.634
H -1.105 -0.988 2.498
H -1.899 0.674 2.660
H -0.809 -1.205 -1.801
H -1.733 -0.250 -0.684
```

Values from the calculation:
2S+1: 1
gap between HOMO and LUMO: 6.385 eV
lowest unoccupied orbital energy: -7.887 eV
molar mass: 104.13 u
HOMO: -14.272 eV
total charge: +1

Here are the Mulliken charges for atoms 1 to 6, given in e:
1 C -0.628
2 O -0.455
3 C 0.442
4 C -0.803
5 C -0.139
6 O -0.392

***

<three>
This record from the OMol25 dataset describes an isolated ion of composition C4H10NO2 and charge +1. The level of theory is ωB97M-V/def2-TZVPD.

Structure (XYZ):
```
17
C4H10NO2 (ωB97M-V/def2-TZVPD)
O -0.878 0.688 1.780
C -1.044 0.175 0.726
O -2.193 -0.105 0.090
C 0.141 -0.333 -0.072
C 1.260 0.653 -0.309
C 2.679 0.151 -0.268
N -0.280 -1.005 -1.366
H -3.027 0.201 0.486
H 0.661 -1.132 0.478
H 1.044 1.409 0.458
H 1.203 1.253 -1.233
H 3.279 0.085 -1.188
H 2.870 -0.836 0.172
H 3.371 0.838 0.236
H -0.781 -1.888 -1.285
H 0.567 -1.150 -1.923
H -0.996 -0.435 -1.824
```

Values from the calculation:
2S+1: 1
gap between HOMO and LUMO: 11.623 eV
lowest unoccupied orbital energy: -3.739 eV
molar mass: 104.13 u
HOMO: -15.362 eV
structure (SMILES): CC[C@H]([NH3+])C(=O)O
total charge: +1

Here are the Mulliken charges for atoms 1 to 6, given in e:
1 O -0.442
2 C 0.275
3 O -0.487
4 C 0.193
5 C -0.656
6 C -1.193

***

In kJ/mol, relative to the most stable structure: <one> 0.0; <two> 526.3; <three> 26.4.

***

<one>
This record from the OMol25 dataset describes one molecule with the formula C2HBrCl2F2. The level of theory is ωB97M-V/def2-TZVPD.

Structure (XYZ):
```
8
C2HBrCl2F2 (ωB97M-V/def2-TZVPD)
C 0.285 -0.123 -0.765
C -0.217 0.143 0.658
F 0.767 -0.032 1.550
F -1.271 -0.658 1.061
Cl -0.976 0.155 -1.939
Cl -0.678 1.863 0.948
Br 0.989 -1.936 -0.736
H 1.101 0.589 -0.777
```

Values from the calculation:
2S+1: 1
gap between HOMO and LUMO: 11.385 eV
lowest unoccupied orbital energy: 0.279 eV
molar mass: 213.84 u
HOMO: -11.106 eV
structure (SMILES): FC(F)(Cl)[C@H](Cl)Br
total charge: 0

Here are the Mulliken charges for atoms 1 to 6, given in e:
1 C -0.116
2 C 0.411
3 F -0.186
4 F -0.201
5 Cl -0.090
6 Cl -0.128

***

<two>
This record from the OMol25 dataset describes a 2-piece molecular cluster, C2HBrCl2F2 overall. The level of theory is ωB97M-V/def2-TZVPD.

Structure (XYZ):
```
8
C2HBrCl2F2 (ωB97M-V/def2-TZVPD)
C 1.668 -0.407 -0.327
C 1.432 -1.441 0.688
F 1.194 -0.846 1.862
F 2.367 -2.381 0.876
Cl 2.189 -1.016 -1.843
Cl 0.029 -2.588 0.211
Br 2.627 1.131 0.278
H -0.583 -0.607 -0.766
```

Values from the calculation:
2S+1: 1
gap between HOMO and LUMO (spin up / spin down): 8.833 / 7.959 eV
lowest unoccupied orbital energy (spin up / spin down): -0.824 / -1.853 eV
molar mass: 213.84 u
HOMO (spin up / spin down): -9.657 / -9.813 eV
total charge: 0

Here are the Mulliken charges for atoms 1 to 6, given in e:
1 C -0.191
2 C 0.691
3 F -0.177
4 F -0.197
5 Cl -0.047
6 Cl -0.159

***

In kJ/mol, relative to the most stable structure: <one> 0.0; <two> 431.4.

***

<one>
This record from the OMol25 dataset describes a 2-piece molecular cluster, C2H7OS overall. The level of theory is ωB97M-V/def2-TZVPD.

Structure (XYZ):
```
11
C2H7OS (ωB97M-V/def2-TZVPD)
C 1.060 -1.913 0.155
S 2.143 -0.523 0.599
H 1.268 -2.291 -0.823
H -0.005 -1.685 0.090
H 1.208 -2.761 0.822
H -1.322 1.634 1.386
C -0.849 1.454 -0.528
O -1.374 2.201 0.605
H -1.391 0.512 -0.661
H 0.192 1.174 -0.331
H -0.930 2.199 -1.313
```

Values from the calculation:
2S+1: 1
gap between HOMO and LUMO: 6.243 eV
lowest unoccupied orbital energy: 4.006 eV
molar mass: 79.14 u
HOMO: -2.236 eV
total charge: -1

Here are the Mulliken charges for atoms 1 to 6, given in e:
1 C -0.807
2 S -0.740
3 H 0.211
4 H 0.168
5 H 0.242
6 H 0.290

***

<two>
This record from the OMol25 dataset describes a 2-piece molecular cluster, C2H7OS overall. The level of theory is ωB97M-V/def2-TZVPD.

Structure (XYZ):
```
11
C2H7OS (ωB97M-V/def2-TZVPD)
C -1.526 0.005 -0.051
S -0.793 -1.418 0.878
H -0.773 0.589 -0.583
H -2.228 0.486 0.617
H -2.085 -0.430 -0.894
H 0.321 -1.198 0.149
C 2.175 1.755 -0.793
O 0.950 1.197 -0.875
H 2.177 2.869 -0.822
H 2.920 1.422 -1.562
H 2.697 1.483 0.164
```

Values from the calculation:
2S+1: 1
gap between HOMO and LUMO: 6.109 eV
lowest unoccupied orbital energy: 3.675 eV
molar mass: 79.14 u
HOMO: -2.434 eV
total charge: -1

Here are the Mulliken charges for atoms 1 to 6, given in e:
1 C -0.534
2 S -0.306
3 H 0.224
4 H 0.215
5 H 0.241
6 H 0.140

***

In kJ/mol, relative to the most stable structure: <one> 0.0; <two> 96.7.

***

<one>
This record from the OMol25 dataset describes C8H13N2O as an isolated structure. The level of theory is ωB97M-V/def2-TZVPD.

Structure (XYZ):
```
24
C8H13N2O (ωB97M-V/def2-TZVPD)
C -2.083 -0.316 -2.488
C -3.335 0.351 -2.426
C -1.531 0.074 -1.262
C 1.524 2.043 -1.300
C 0.664 1.566 -0.373
C -0.331 -1.932 0.959
C 0.925 -0.015 2.032
C 0.235 0.088 -0.269
N -3.536 0.946 -1.265
N -0.038 -0.432 1.069
O -2.344 0.803 -0.539
H -1.850 -1.090 -3.177
H -4.128 0.200 -3.084
H 1.612 3.151 -1.424
H 2.031 1.329 -2.075
H 0.222 2.198 0.359
H -0.735 -2.283 1.999
H -1.152 -2.132 0.213
H 0.685 -2.354 0.782
H 1.934 -0.111 1.569
H 0.728 1.053 2.341
H 0.904 -0.616 2.946
H 0.862 -0.536 -0.863
H -0.936 -0.085 1.481
```

Values from the calculation:
2S+1: 1
gap between HOMO and LUMO: 9.703 eV
lowest unoccupied orbital energy: -3.426 eV
molar mass: 153.20 u
HOMO: -13.129 eV
total charge: +1

Here are the Mulliken charges for atoms 1 to 6, given in e:
1 C -0.703
2 C -0.149
3 C 0.488
4 C -0.766
5 C -0.252
6 C -0.793

***

<two>
This record from the OMol25 dataset describes an isolated ion of composition C8H13N2O and charge +1. The level of theory is ωB97M-V/def2-TZVPD.

Structure (XYZ):
```
24
C8H13N2O (ωB97M-V/def2-TZVPD)
C -0.775 -3.097 0.141
C 0.597 -1.375 -0.730
C -1.466 -2.201 0.935
C -0.003 -0.359 -0.097
C 1.246 1.300 -1.294
C 0.943 1.741 1.176
C -1.128 1.835 -0.197
C 0.282 1.095 -0.110
N 0.312 -2.687 -0.535
N -1.067 -0.884 0.913
O -1.617 -0.094 1.677
H -1.053 -4.078 0.178
H 1.379 -1.042 -1.361
H -2.329 -2.515 1.635
H 1.109 2.263 -1.647
H 2.280 1.133 -1.013
H 1.239 0.631 -2.103
H 1.344 2.821 0.983
H 1.730 1.041 1.349
H 0.191 1.685 1.889
H -0.898 2.766 -0.532
H -1.618 1.923 0.695
H -1.681 1.325 -0.910
H 0.981 -3.226 -1.041
```

Values from the calculation:
2S+1: 1
gap between HOMO and LUMO (spin up / spin down): 8.478 / 8.478 eV
lowest unoccupied orbital energy (spin up / spin down): -5.311 / -5.312 eV
molar mass: 153.20 u
HOMO (spin up / spin down): -13.789 / -13.790 eV
structure (SMILES): CC(C)(C)c1c[nH]cc[n+]1=O
total charge: +1

Here are the Mulliken charges for atoms 1 to 6, given in e:
1 C -0.452
2 C -0.341
3 C -0.101
4 C -0.354
5 C -2.156
6 C -1.472

***

In kJ/mol, relative to the most stable structure: <one> 140.8; <two> 0.0.

***

<one>
This record from the OMol25 dataset describes one molecule with the formula C3H3ClN2O. The level of theory is ωB97M-V/def2-TZVPD.

Structure (XYZ):
```
10
C3H3ClN2O (ωB97M-V/def2-TZVPD)
C 0.439 0.038 -0.630
C 1.322 -0.196 0.412
C -0.634 0.267 1.446
H 2.273 -0.598 0.147
H -2.306 1.017 2.007
H -1.858 0.037 -0.483
N -1.482 0.459 2.334
N -0.813 0.306 -0.014
O 0.695 -0.039 1.732
Cl 0.332 -0.362 -2.302
```

Values from the calculation:
2S+1: 1
gap between HOMO and LUMO: 8.986 eV
lowest unoccupied orbital energy: 0.490 eV
molar mass: 118.52 u
HOMO: -8.496 eV
structure (SMILES): [H]/N=c1\[nH]c(Cl)co1
total charge: 0

Here are the Mulliken charges for atoms 1 to 6, given in e:
1 C 0.239
2 C -0.227
3 C 0.441
4 H 0.399
5 H 0.255
6 H 0.304

***

<two>
This record from the OMol25 dataset describes one molecule with the formula C3H3ClN2O. The level of theory is ωB97M-V/def2-TZVPD.

Structure (XYZ):
```
10
C3H3ClN2O (ωB97M-V/def2-TZVPD)
C 0.413 0.806 0.355
C -0.478 1.072 -0.633
C 0.497 -0.644 0.491
H -0.811 2.020 -1.050
H -1.930 -0.245 -1.193
H 1.081 -2.312 1.139
N -0.925 -0.110 -1.210
N 1.216 -1.325 1.271
O -0.402 -1.167 -0.430
Cl 1.338 1.906 1.260
```

Values from the calculation:
2S+1: 1
gap between HOMO and LUMO: 9.459 eV
lowest unoccupied orbital energy: 0.695 eV
molar mass: 118.52 u
HOMO: -8.764 eV
structure (SMILES): [H]/N=c1\o[nH]cc1Cl
total charge: 0

Here are the Mulliken charges for atoms 1 to 6, given in e:
1 C 0.278
2 C -0.373
3 C 0.385
4 H 0.402
5 H 0.257
6 H 0.266

***

In kJ/mol, relative to the most stable structure: <one> 8.2; <two> 0.0.

***

<one>
This record from the OMol25 dataset describes a 2-piece molecular cluster, C2H6OSi overall. The level of theory is ωB97M-V/def2-TZVPD.

Structure (XYZ):
```
10
C2H6OSi (ωB97M-V/def2-TZVPD)
C 1.835 -0.062 -0.471
C 0.023 0.861 0.418
O 2.820 -0.079 0.233
Si -1.277 -0.472 0.047
H 1.548 -0.488 -1.369
H -0.100 1.840 -0.021
H 0.195 0.877 1.623
H -1.540 -1.502 0.999
H -0.832 -1.083 -1.339
H -2.672 0.108 -0.119
```

Values from the calculation:
2S+1: 1
gap between HOMO and LUMO: 9.269 eV
lowest unoccupied orbital energy: 0.290 eV
molar mass: 74.15 u
HOMO: -8.979 eV
total charge: 0

Here are the Mulliken charges for atoms 1 to 6, given in e:
1 C 0.125
2 C -0.775
3 O -0.376
4 Si 0.447
5 H 0.343
6 H 0.369

***

<two>
This record from the OMol25 dataset describes a 2-piece molecular cluster, C2H6OSi overall. The level of theory is ωB97M-V/def2-TZVPD.

Structure (XYZ):
```
10
C2H6OSi (ωB97M-V/def2-TZVPD)
C 1.943 -0.377 -0.124
C 1.064 0.535 0.009
O -0.530 0.048 1.121
Si -1.806 -0.094 0.107
H 2.932 -0.168 -0.576
H 1.908 -1.424 0.220
H 0.946 1.648 -0.263
H -2.912 0.856 0.424
H -1.239 0.540 -1.102
H -2.305 -1.564 0.183
```

Values from the calculation:
2S+1: 1
gap between HOMO and LUMO: 9.973 eV
lowest unoccupied orbital energy: -0.105 eV
molar mass: 74.15 u
HOMO: -10.078 eV
total charge: 0

Here are the Mulliken charges for atoms 1 to 6, given in e:
1 C -0.444
2 C -0.034
3 O -0.437
4 Si 0.394
5 H 0.237
6 H 0.266

***

In kJ/mol, relative to the most stable structure: <one> 32.5; <two> 0.0.